[1]
Density functional theory data (ωB97M-V/def2-TZVPD) for the ion C26H34N3O with charge +1 in a non-equilibrium geometry.

The geometry in XYZ format:
```
64
Properties=species:S:1:pos:R:3:forces:R:3:mulliken_charge:R:1
C 0.016979 -4.907913 0.206464 0.16 -0.57 0.29 -0.94
N -0.265115 -3.488751 0.124716 -0.56 0.18 -0.30 0.31
C -1.522491 -3.049330 -0.169362 -0.03 -1.35 0.68 -0.01
O -2.480972 -3.789346 -0.390626 0.90 1.38 -0.05 -0.69
C -1.493247 -1.540441 -0.064995 0.66 1.07 0.02 0.46
C -2.491662 -0.963473 0.929617 -0.65 -0.94 0.21 -1.44
C -2.191201 -1.479687 2.328303 -0.03 0.09 0.11 0.28
C -2.573927 -2.772663 2.699518 -0.38 0.09 0.04 -0.12
C -2.278264 -3.285041 3.966877 0.07 0.36 -0.20 -0.82
C -1.560670 -2.487235 4.869957 0.55 -0.08 -0.24 -0.41
C -1.140677 -1.204028 4.495566 -0.19 0.08 -0.19 -0.85
C -1.483438 -0.703993 3.238901 -0.22 0.01 0.02 0.23
N -0.095946 -1.232389 0.362796 -0.98 -0.22 -0.09 0.29
C 0.268835 0.050247 0.659705 -0.21 -0.63 -0.42 0.38
C 1.522813 0.493065 0.900383 -0.87 1.01 -0.65 -0.62
C 2.042430 1.873423 0.328427 3.86 -1.94 0.82 0.00
C 3.351528 2.096637 1.369303 -1.08 0.05 -2.00 0.65
C 3.558551 3.329401 1.970078 0.54 0.01 0.34 -0.54
C 4.838544 3.629227 2.483895 -0.43 -0.38 0.18 -0.82
C 5.848773 2.670702 2.560247 -0.33 -0.07 -0.54 -0.62
C 5.573219 1.377256 2.080080 -0.71 0.21 -0.11 -0.53
C 4.345567 1.073716 1.468033 -0.23 0.22 -0.12 -0.49
C 0.695160 -2.465348 0.526403 0.31 -0.08 0.01 0.41
C 1.162234 -2.696900 1.982463 -0.16 0.31 -0.12 -0.81
C 2.410615 -3.557465 1.895383 0.18 -0.40 0.52 -0.81
C 2.934253 -3.477182 0.454226 0.55 -0.54 0.02 -0.72
C 1.987458 -2.583401 -0.344321 -0.22 0.18 0.25 -1.06
H -0.790408 -5.449642 -0.322325 0.54 0.38 0.23 0.42
H 1.007476 -5.139147 -0.242930 -0.78 0.09 0.23 0.27
H 0.011530 -5.254407 1.268360 0.05 0.23 -0.70 0.24
H -1.694875 -1.146230 -1.075768 0.13 0.03 0.24 0.30
H -2.547770 0.138077 0.872171 0.00 -0.52 0.06 0.43
H -3.442996 -1.398026 0.601863 -0.17 0.43 0.10 0.62
H -3.178867 -3.331131 1.983967 0.24 -0.13 0.28 0.42
H -2.619082 -4.294783 4.226028 0.22 0.50 0.00 0.41
H -1.240050 -2.889881 5.831417 -0.29 0.12 -0.18 0.37
H -0.550831 -0.557188 5.151523 -0.28 -0.42 0.00 0.41
H -1.256241 0.321994 2.945261 0.21 -0.20 0.29 0.34
H -0.555744 0.784540 0.743593 0.41 -0.76 -0.94 -0.08
H 2.275785 -0.256598 1.231371 -0.40 1.24 -0.80 -0.26
H 2.461182 1.703123 -0.680997 0.17 -0.33 0.49 0.28
H 2.742450 4.079144 2.076067 0.86 -0.55 -0.20 0.61
H 5.009958 4.641440 2.800896 0.15 0.18 0.35 0.40
H 6.847831 2.931678 2.938073 -0.62 -0.17 -0.15 0.38
H 6.314749 0.592093 2.143450 0.05 0.06 0.06 0.43
H 4.176226 0.023258 1.092565 0.28 1.51 0.25 0.36
H 1.430199 -1.731007 2.419267 -0.37 -0.05 0.12 0.32
H 0.352455 -3.168710 2.561057 0.27 0.43 -0.05 0.16
H 3.184010 -3.234040 2.602078 -0.26 -0.07 -0.04 0.38
H 2.144194 -4.581263 2.170830 0.25 0.02 -0.11 0.35
H 3.969862 -3.107111 0.450695 -0.32 -0.08 -0.18 0.47
H 2.959740 -4.486408 0.033601 0.18 0.19 -0.05 0.36
H 1.735346 -3.041864 -1.316250 0.17 0.65 0.26 0.37
H 2.460180 -1.595123 -0.430983 -0.40 -0.24 -0.46 0.23
C -0.012465 3.038354 -0.709725 -1.96 0.74 -0.78 -0.76
N 1.229287 3.174590 0.014767 0.44 -2.86 5.01 0.12
C 1.905064 4.392239 -0.370713 0.59 1.89 -0.43 -0.98
H -0.753183 2.538075 -0.114101 -0.03 -0.62 0.15 0.37
H -0.410220 4.071736 -0.730562 0.09 -0.59 -0.65 0.37
H 0.018958 2.586375 -1.725934 0.54 0.39 0.82 0.32
H 1.004585 3.214439 1.060093 -0.43 1.14 -1.53 0.60
H 2.746268 4.695376 0.241255 0.03 -0.60 0.00 0.49
H 2.236310 4.433495 -1.419181 -0.47 -0.42 0.30 0.32
H 1.122045 5.129827 -0.169375 0.41 0.34 -0.52 0.45
```
Positions in Å, forces in eV/Å.

**Gap between HOMO and LUMO**: 0.2929 hartree
**SMILES**: CN1C(=O)[C@@H](Cc2ccccc2)N(/C=C/[C@H](c2ccccc2)[NH+](C)C)C12CCCC2
**Total charge**: +1
**Spin multiplicity**: 1

=====

[2]
Density functional theory data (ωB97M-V/def2-TZVPD) for a cluster of 12 separate species, C36H62O36 in total in a non-equilibrium geometry.

The geometry in XYZ format:
```
134
Properties=species:S:1:pos:R:3:forces:R:3:mulliken_charge:R:1
C -3.620930 -1.177456 -3.583991 -0.38 2.10 0.50 0.33
C -5.041770 -0.633816 -3.625591 -0.77 0.48 -0.26 -0.42
O -5.690170 -1.498696 -4.521901 1.07 -3.82 -0.63 -0.37
C -4.969360 -2.713566 -4.428351 -1.47 -3.63 -4.37 0.48
O -5.222650 -3.779666 -5.073431 0.47 4.92 3.23 -0.59
O -3.830860 -2.559816 -3.746071 0.01 0.16 0.25 -0.10
H -3.087760 -0.851726 -2.690831 -0.09 -0.86 0.38 -0.13
H -3.060870 -0.701676 -4.389021 0.12 -0.62 -0.53 0.18
H -5.188720 0.309484 -4.151591 0.45 0.51 0.88 0.32
H -5.646820 -0.764966 -2.728481 0.59 0.74 0.62 0.32
C -3.574520 4.603224 -1.339941 -1.23 0.01 -2.40 -0.59
C -2.737080 3.373314 -1.825821 -1.61 2.27 0.10 0.14
O -2.038510 3.190074 -0.636771 1.17 -0.77 1.54 0.02
C -2.698560 3.787494 0.454319 2.48 -2.77 1.91 0.49
O -2.396060 3.598014 1.604039 0.17 0.19 -1.39 -0.55
O -3.689840 4.468034 0.047319 -1.69 1.49 -0.56 -0.38
H -4.591340 4.634324 -1.731361 0.12 0.02 -0.14 0.37
H -3.075930 5.537474 -1.598151 0.10 0.02 0.18 0.29
H -2.135270 3.699124 -2.674211 0.44 -0.21 0.30 0.12
H -3.352880 2.537184 -2.157151 0.07 -0.31 0.48 0.02
C 1.130220 1.875454 0.065229 -0.49 0.70 0.30 0.69
C 0.398280 1.836314 1.377439 1.13 0.69 1.46 -0.24
O -0.660040 0.950814 1.155179 -1.36 -1.30 -0.42 0.72
C -0.437740 0.204274 0.054129 -1.18 0.22 -0.99 -0.24
O -1.209140 -0.624856 -0.427681 2.29 1.83 1.31 -0.32
O 0.727880 0.655744 -0.506701 -0.50 -1.88 -1.10 -0.11
H 2.216290 1.927214 0.141849 -0.16 0.02 -0.08 -0.17
H 0.708870 2.696344 -0.515031 0.38 0.00 -0.35 -0.03
H 0.037710 2.804674 1.724379 -0.26 -0.16 -0.19 0.35
H 1.010110 1.431004 2.183349 0.05 -0.11 0.11 -0.39
C 2.365090 -1.825976 2.933839 0.03 -0.12 -0.14 1.11
C 2.712900 -3.200416 2.470499 2.27 -0.93 -2.70 -0.54
O 2.037670 -4.095816 3.241239 -1.98 -0.36 4.30 -0.40
C 1.737640 -3.434246 4.468759 -2.35 -1.75 0.32 0.47
O 1.125090 -3.893056 5.437369 2.54 1.22 -3.15 -0.58
O 2.077470 -2.146356 4.309059 -0.23 0.92 0.39 0.09
H 1.538350 -1.409366 2.358479 -0.69 -0.13 0.61 -0.49
H 3.143950 -1.065486 2.877919 0.28 -0.41 0.29 -0.31
H 3.771220 -3.447746 2.553539 0.45 0.50 0.31 0.30
H 2.498090 -3.551096 1.461049 -0.34 0.99 -0.39 0.34
C 6.939060 2.528954 -0.108161 -2.40 0.44 -0.09 -0.43
C 5.485380 2.062674 0.134769 1.20 -0.56 1.00 -0.07
O 4.747810 3.264314 0.514999 0.52 -1.49 -0.26 -0.17
C 5.455610 4.291374 0.048849 0.45 3.09 -0.31 0.58
O 5.160200 5.473754 0.148599 0.47 -2.94 -0.30 -0.58
O 6.601290 3.854874 -0.567931 0.63 0.45 0.01 -0.36
H 7.344370 1.860284 -0.867571 0.45 0.66 -0.12 0.36
H 7.542560 2.584724 0.797809 0.05 -0.01 -0.13 0.28
H 5.558590 1.358134 0.963249 -0.86 0.00 -0.01 0.26
H 5.119960 1.594264 -0.779101 -0.51 0.28 0.16 0.13
C 4.887010 3.590154 -5.380531 0.34 0.54 -0.23 -0.76
O 3.940750 3.048034 -4.464881 2.15 -1.23 0.70 -0.19
C 2.699670 3.105234 -4.741181 -4.42 1.34 -0.85 0.70
O 2.158880 3.487244 -5.765221 1.01 -0.51 0.53 -0.63
O 1.971290 2.813434 -3.626211 1.73 0.01 0.32 -0.16
C 0.566800 2.937154 -3.637031 0.12 0.75 -0.16 -0.87
H 5.855390 3.124754 -5.196811 -0.19 0.10 0.39 0.23
H 4.892880 4.651774 -5.133491 0.43 0.04 -0.42 0.33
H 4.677110 3.432644 -6.438471 -0.58 -0.03 0.21 0.32
H 0.245920 3.769984 -4.262761 0.00 -0.59 -0.94 0.47
H 0.273060 3.364544 -2.678301 0.12 -0.87 0.53 0.14
H 0.195960 1.938694 -3.868651 -0.69 0.40 -0.01 0.41
C -1.600510 -1.388166 3.522029 -1.56 0.26 0.17 0.10
O -1.303620 -2.427006 2.604459 0.68 -0.03 -0.84 -0.04
C -2.294180 -3.102956 1.994129 -4.68 1.84 3.75 0.58
O -3.526910 -3.026556 2.294879 4.01 0.12 -1.03 -0.65
O -1.775850 -3.909856 1.169469 1.57 -1.77 -2.12 -0.08
C -2.537080 -4.997486 0.698739 -1.73 -1.07 -1.02 -0.76
H -2.299360 -1.792786 4.254159 0.27 0.17 0.34 0.59
H -2.123230 -0.567986 3.029929 -0.02 0.01 -0.23 -0.21
H -0.705710 -0.957336 3.971259 0.19 -0.64 -0.13 -0.40
H -2.172050 -5.407086 -0.243101 1.01 0.23 0.35 0.15
H -3.557200 -4.767826 0.390989 -0.09 0.82 0.47 0.36
H -2.663000 -5.800256 1.425239 0.52 0.19 0.25 0.34
C -2.688720 2.107754 4.671209 -0.76 1.24 -1.69 -0.36
O -1.954860 1.370824 5.604029 -3.93 0.63 0.71 -0.34
C -0.703070 1.368594 5.568309 4.55 -2.02 -1.37 0.81
O 0.049180 1.896574 4.759429 -0.79 0.14 0.93 -0.59
O -0.347610 0.389474 6.437069 1.07 0.01 0.41 -0.43
C 0.978760 -0.169356 6.395499 0.44 -0.90 -0.38 -0.28
H -3.740280 1.822524 4.702179 0.26 -0.29 0.30 0.26
H -2.331490 1.984204 3.648849 0.17 -0.50 0.03 -0.01
H -2.650380 3.191704 4.779379 0.25 0.02 0.67 0.35
H 1.535780 0.018604 5.477619 -0.23 0.94 0.30 0.01
H 0.952660 -1.258406 6.358269 -1.01 -0.14 0.13 0.30
H 1.573350 -0.012546 7.295479 -0.25 0.94 -0.09 0.33
C -0.238630 -3.277736 -2.431421 1.02 -1.44 0.00 -0.48
O -1.147770 -4.078206 -3.203351 -0.41 -0.07 -0.31 -0.13
C -0.906480 -5.393646 -3.254341 0.63 -1.64 0.91 0.65
O 0.062020 -6.005476 -2.801521 -1.28 1.47 -0.87 -0.60
O -1.982410 -6.002316 -3.783481 -0.23 1.93 -0.45 -0.22
C -1.909330 -7.313686 -4.308721 0.73 -0.14 0.72 -0.73
H 0.700090 -3.211786 -2.981471 -0.02 0.31 -0.20 0.24
H 0.012250 -3.909636 -1.579441 -0.05 0.59 0.53 0.41
H -0.630840 -2.292836 -2.177941 -0.37 -0.42 -0.13 -0.02
H -1.267180 -7.357866 -5.188381 0.00 0.08 -0.01 0.29
H -2.928720 -7.595066 -4.572861 0.19 -0.02 0.21 0.20
H -1.466940 -7.900306 -3.503571 -0.20 -0.65 -0.33 0.33
C -4.324670 -0.065906 0.685339 1.98 -2.01 -3.18 -0.35
O -4.865300 0.745444 1.593199 -0.37 2.01 2.71 0.06
C -6.148400 0.949434 1.702729 -3.85 -1.96 -0.76 0.53
O -7.070710 0.209754 1.269419 2.86 2.47 1.06 -0.63
O -6.307500 2.069924 2.418159 0.94 0.42 -0.04 -0.24
C -7.579840 2.629604 2.647549 -1.69 -1.11 -0.09 -0.80
H -4.719630 -1.074836 0.566289 -0.43 0.13 0.39 0.41
H -3.251250 -0.165646 0.846309 -0.12 -0.01 0.59 -0.33
H -4.335210 0.436644 -0.281841 -0.36 -0.06 -0.49 0.23
H -8.007440 2.245814 3.573819 0.31 0.06 0.28 0.31
H -8.277620 2.257454 1.897409 0.06 0.23 -0.28 0.35
H -7.608990 3.718724 2.680369 0.73 -0.16 -0.18 0.25
C 3.812490 1.852024 3.414559 1.55 -0.66 0.31 -0.93
O 3.511050 1.093034 4.581059 -2.44 0.88 -0.07 -0.11
C 4.473580 0.466474 5.186889 3.38 0.43 -2.57 0.82
O 5.608760 0.344934 4.735599 -0.73 0.16 0.11 -0.68
O 4.073110 0.011604 6.298109 -1.00 -1.32 2.45 -0.22
C 4.981240 -0.716956 7.112009 0.79 -0.21 1.35 -0.89
H 4.597080 2.551594 3.702859 -0.22 0.39 -0.27 0.49
H 2.932240 2.342214 2.998669 0.06 -0.33 0.38 0.31
H 4.306430 1.129394 2.764999 -0.27 0.32 -0.67 0.27
H 5.935000 -1.042626 6.696819 -0.52 0.01 -0.95 0.38
H 4.455830 -1.567166 7.546969 -0.10 0.13 -0.22 0.29
H 5.319760 -0.075286 7.925509 -0.41 0.20 0.14 0.32
C 1.122320 -0.869226 -7.862311 1.23 -1.15 0.33 -0.68
O 1.158950 -0.309856 -6.562341 -0.60 1.79 1.42 -0.30
C 1.777130 -0.891696 -5.525301 1.81 -2.55 -1.80 0.70
O 2.260990 -2.038686 -5.552241 -1.42 2.54 0.32 -0.61
O 1.934170 -0.012876 -4.539581 -1.12 0.22 -0.52 -0.03
C 2.544350 -0.536186 -3.367951 0.83 0.70 0.04 -0.14
H 0.760460 -0.196686 -8.640031 -0.62 0.30 0.80 0.24
H 0.564370 -1.800696 -7.766641 0.14 -0.03 -0.67 0.28
H 2.167640 -1.014296 -8.135011 -0.03 -0.70 -0.18 0.29
H 2.078270 -1.490426 -3.122371 0.51 0.15 0.28 0.06
H 2.495420 0.237614 -2.601831 -0.87 -0.18 0.04 -0.15
H 3.615620 -0.529486 -3.569031 0.11 -1.03 -0.03 0.34
```
Positions in Å, forces in eV/Å.

**Gap between HOMO and LUMO**: 0.3788 hartree
**SMILES**: COC(=O)OC.COC(=O)OC.COC(=O)OC.COC(=O)OC.COC(=O)OC.COC(=O)OC.COC(=O)OC.O=C1OCCO1.O=C1OCCO1.O=C1OCCO1.O=C1OCCO1.O=C1OCCO1
**Spin multiplicity**: 1

=====

What relative energy (zero: lowest compared OMol25 entry of this formula, charge and spin) values result from the calculations? In sequence: 84.8, 100.9 kcal/mol.